(1)
Below is a molecular structure, C14H45B4N7O6P2 in a non-equilibrium geometry, with properties calculated with ωB97M-V/def2-TZVPD.

The geometry in XYZ format:
```
78
Properties=species:S:1:pos:R:3:mulliken_charge:R:1
C -5.84 -4.93 3.31 -0.945
N -5.33 -3.59 3.61 -0.070
C -4.23 -3.29 2.65 -0.926
B -6.33 -2.57 3.46 0.112
O -6.01 -1.28 3.91 -0.581
B -7.83 -2.84 2.72 0.781
O -8.95 -3.44 3.29 -0.518
B -9.72 -4.20 2.44 0.558
O -9.55 -4.17 1.06 -0.542
B -8.33 -3.63 0.71 0.627
O -7.98 -2.47 1.37 -0.316
H -5.07 -5.66 3.58 0.309
H -6.01 -5.04 2.23 0.269
H -6.71 -5.19 3.90 0.313
H -3.78 -2.35 2.96 0.321
H -4.66 -3.18 1.65 0.256
H -3.50 -4.10 2.63 0.303
H -5.83 -0.72 3.15 0.299
H -10.54 -4.94 2.87 -0.133
H -7.56 -4.14 -0.04 -0.101
O -1.74 -1.02 1.93 -0.694
P -0.34 -0.48 1.98 0.509
N 0.26 -1.27 3.37 0.198
C 1.24 -0.75 4.30 -0.798
C 0.42 -2.71 3.19 -1.138
N -0.71 1.19 2.30 0.203
C -0.97 1.62 3.67 -1.113
C -1.76 1.69 1.42 -1.093
N 1.23 -0.09 1.28 0.112
C 1.86 1.20 1.48 -0.816
C 1.31 -0.46 -0.15 -1.127
H 2.26 -0.78 3.90 0.298
H 1.22 -1.35 5.21 0.376
H 1.01 0.26 4.61 0.120
H 1.35 -2.95 2.65 0.325
H -0.42 -3.13 2.64 0.272
H 0.45 -3.22 4.16 0.386
H -1.64 0.95 4.21 0.320
H -1.42 2.62 3.67 0.368
H -0.04 1.73 4.24 0.307
H -2.76 1.39 1.75 0.270
H -1.62 1.32 0.40 0.339
H -1.73 2.78 1.38 0.350
H 1.35 2.02 0.96 0.248
H 2.88 1.13 1.08 0.407
H 1.96 1.45 2.53 0.274
H 0.70 0.20 -0.77 0.314
H 0.95 -1.49 -0.30 0.369
H 2.34 -0.42 -0.52 0.417
O 3.36 0.58 -3.12 -0.765
P 3.91 1.69 -3.97 0.726
N 5.54 1.21 -4.11 0.130
C 6.69 2.08 -4.23 -0.788
C 5.72 0.01 -4.93 -1.161
N 3.73 3.00 -2.83 0.277
C 4.74 3.22 -1.81 -1.269
C 2.40 3.00 -2.22 -1.530
N 3.90 2.78 -5.37 0.023
C 4.10 4.20 -5.22 -0.856
C 2.73 2.53 -6.24 -1.006
H 6.78 2.54 -5.23 0.297
H 7.60 1.51 -4.04 0.377
H 6.68 2.87 -3.49 0.118
H 5.68 0.24 -6.00 0.334
H 4.94 -0.72 -4.70 0.327
H 6.68 -0.46 -4.71 0.377
H 5.05 2.29 -1.31 0.369
H 4.36 3.90 -1.05 0.374
H 5.62 3.71 -2.22 0.334
H 2.32 2.26 -1.41 0.547
H 1.63 2.77 -2.96 0.321
H 2.18 3.99 -1.81 0.464
H 3.28 4.72 -4.72 0.280
H 4.20 4.63 -6.23 0.410
H 5.03 4.43 -4.70 0.243
H 1.79 2.87 -5.78 0.322
H 2.64 1.47 -6.46 0.343
H 2.85 3.05 -7.20 0.361
```

The total energy is -2177.46821 hartree. Its charge is 0. Its LUMO energy is 0.4 eV. The calculation puts the orbital gap at 8.735 eV.

***

(2)
Below is a single C5H8O2 molecule in a non-equilibrium geometry, with properties calculated with ωB97M-V/def2-TZVPD.

The geometry in XYZ format:
```
15
Properties=species:S:1:pos:R:3:nbo_charge:R:1
C -1.84 -0.24 -0.24 -0.634
C -0.81 0.80 -0.03 0.081
O -0.42 0.94 1.33 -0.527
C 0.88 0.48 1.10 0.080
C 0.99 -0.91 0.37 -0.483
C 0.98 0.35 -0.35 0.212
O 1.68 0.92 -1.39 -0.678
H -1.14 -1.31 -0.23 0.177
H -2.43 -0.52 0.63 0.242
H -2.43 -0.11 -1.15 0.226
H -0.81 1.72 -0.61 0.198
H 1.60 0.84 1.84 0.205
H -0.03 -1.55 0.11 0.176
H 1.76 -1.65 0.59 0.241
H 2.02 0.24 -1.98 0.484
```

As for the SMILES: C[C@H]1O[C@H]2C[C@]21O. The total energy is -345.61902 hartree. Its charge is 0. Its LUMO energy is 0.8 eV. The energy relative to the best compared isomer or geometry (same formula, charge and spin) is 5.060 eV. The calculation puts the orbital gap at 9.361 eV.

***

(3)
Below is 10 unconnected molecules or ions with the total composition C28H73ClNO12S in a non-equilibrium geometry, with properties calculated with ωB97M-V/def2-TZVPD.

The geometry in XYZ format:
```
116
Properties=species:S:1:pos:R:3:mulliken_charge:R:1
O 3.06 -0.55 -0.79 -0.509
S 2.29 0.81 -0.58 1.070
O 2.50 1.23 0.90 -0.555
Cl 0.29 0.39 -1.08 -0.220
C 2.95 2.02 -1.85 -0.778
C 3.52 3.43 -1.24 0.229
C 2.38 4.64 -1.44 -0.697
C 1.04 4.11 -0.60 -0.434
C 0.05 5.32 -0.12 0.483
C -0.74 4.86 1.28 -0.762
N -2.20 4.42 1.07 -0.115
C -2.42 4.63 -0.29 0.348
C -3.92 4.24 -0.93 -0.686
C -3.80 2.69 -1.53 -0.009
O -3.81 2.71 -3.03 -0.524
C -1.20 5.27 -1.20 -0.775
H 3.86 1.49 -2.38 0.407
H 2.08 2.26 -2.60 0.440
H 4.47 3.75 -1.85 -0.449
H 3.78 3.41 -0.10 0.395
H 2.13 4.80 -2.59 0.203
H 2.80 5.64 -0.96 0.332
H 0.49 3.32 -1.30 0.033
H 1.50 3.58 0.37 0.167
H 0.39 6.43 -0.20 0.550
H -0.27 3.82 1.63 0.201
H -0.52 5.51 2.25 0.353
H -2.88 4.04 1.80 0.314
H -4.76 4.19 -0.11 0.322
H -4.25 5.03 -1.73 0.339
H -2.75 2.24 -1.23 0.076
H -4.63 1.96 -1.11 0.224
H -3.45 1.78 -3.26 0.341
H -1.05 4.65 -2.21 0.286
H -1.47 6.36 -1.60 0.396
C 7.24 5.74 -4.25 -0.874
C 6.15 4.75 -3.91 -0.186
O 4.90 5.42 -3.84 -0.507
H 7.29 6.53 -3.50 0.251
H 8.21 5.24 -4.30 0.347
H 7.04 6.22 -5.21 0.130
H 6.34 4.28 -2.94 0.284
H 6.08 3.96 -4.66 0.229
H 4.73 5.82 -4.71 0.290
C 2.17 -0.64 4.68 -1.115
C 0.86 -1.23 4.21 0.071
O -0.12 -0.21 4.07 -0.494
H 2.03 -0.13 5.64 0.313
H 2.93 -1.41 4.80 0.348
H 2.53 0.11 3.97 0.214
H 0.49 -1.97 4.93 0.244
H 0.98 -1.73 3.24 0.202
H 0.22 0.43 3.42 0.246
C -1.88 -4.03 2.38 -1.059
C -2.83 -4.13 3.55 0.077
O -2.12 -4.00 4.77 -0.540
H -1.11 -4.81 2.44 0.321
H -2.42 -4.13 1.43 0.318
H -1.36 -3.06 2.39 0.187
H -3.34 -5.10 3.55 0.218
H -3.59 -3.34 3.51 0.208
H -1.68 -3.13 4.76 0.271
C -6.06 -4.78 5.67 -0.786
C -6.43 -6.06 4.95 -0.175
O -7.77 -5.99 4.51 -0.502
H -6.72 -4.61 6.52 0.307
H -5.02 -4.81 6.02 0.316
H -6.17 -3.91 5.00 0.047
H -6.33 -6.91 5.63 0.340
H -5.78 -6.23 4.09 0.195
H -7.85 -5.23 3.90 0.254
C 10.15 7.79 -7.59 -1.108
C 9.06 6.80 -7.25 -0.059
O 7.81 7.47 -7.18 -0.550
H 10.20 8.58 -6.84 0.300
H 11.13 7.29 -7.64 0.316
H 9.95 8.28 -8.55 0.329
H 9.25 6.33 -6.28 0.219
H 8.99 6.01 -8.01 0.254
H 7.64 7.87 -8.05 0.315
C 6.64 -2.22 -1.57 -0.810
C 7.50 -1.05 -1.12 -0.201
O 7.04 0.15 -1.73 -0.459
H 6.68 -2.32 -2.66 0.258
H 6.99 -3.15 -1.11 0.328
H 5.60 -2.06 -1.29 0.156
H 8.54 -1.21 -1.42 0.288
H 7.47 -0.93 -0.04 0.238
H 6.12 0.28 -1.46 0.218
C -5.57 -2.09 0.67 -0.832
C -6.52 -2.19 1.85 -0.214
O -5.80 -2.06 3.07 -0.459
H -4.80 -2.87 0.73 0.155
H -6.10 -2.19 -0.27 0.373
H -5.04 -1.12 0.68 0.204
H -7.03 -3.16 1.85 0.207
H -7.28 -1.40 1.80 0.306
H -5.37 -1.19 3.06 0.254
C -9.17 -9.53 3.63 -0.802
C -10.12 -9.63 4.80 -0.228
O -9.40 -9.50 6.02 -0.522
H -8.40 -10.31 3.69 0.259
H -9.70 -9.63 2.68 0.314
H -8.64 -8.57 3.64 0.151
H -10.63 -10.60 4.80 0.291
H -10.88 -8.85 4.76 0.239
H -8.97 -8.63 6.01 0.294
C 1.00 -3.59 -3.25 -0.976
C 0.04 -3.69 -2.07 -0.121
O 0.76 -3.56 -0.85 -0.479
H 1.76 -4.37 -3.19 0.274
H 0.46 -3.69 -4.19 0.341
H 1.52 -2.63 -3.24 0.233
H -0.46 -4.66 -2.07 0.305
H -0.72 -2.91 -2.12 0.166
H 1.20 -2.70 -0.86 0.251
```

The total energy is -2926.02692 hartree. Its charge is +1. Its LUMO energy is -4.6 eV. The calculation puts the orbital gap at 6.191 eV.

***

(4)
Below is 2 unconnected molecules or ions with the total composition CH6NS, with properties calculated with ωB97M-V/def2-TZVPD.

The geometry in XYZ format:
```
9
Properties=species:S:1:pos:R:3:nbo_charge:R:1
S -2.54 -0.21 -0.28 -1.066
H -3.28 -1.13 0.37 0.088
C 0.91 0.75 -0.05 -0.412
N 0.90 -0.65 0.38 -0.865
H 1.92 1.16 0.07 0.154
H 0.22 1.30 0.59 0.208
H 0.59 0.90 -1.08 0.166
H -0.08 -0.93 0.34 0.402
H 1.36 -1.20 -0.34 0.324
```

The total energy is -494.66453 hartree. Its charge is -1. Its LUMO energy is 4.4 eV. The energy relative to the best compared isomer or geometry (same formula, charge and spin) is 0.000 eV. The calculation puts the orbital gap at 7.045 eV.

***

(5)
Below is a single C5H15NSi2 molecule in a non-equilibrium geometry, with properties calculated with ωB97M-V/def2-TZVPD.

The geometry in XYZ format:
```
23
Properties=species:S:1:pos:R:3:nbo_charge:R:1
C 1.72 1.12 0.04 -0.419
C 1.38 1.31 1.52 -0.796
C 1.45 -0.30 -0.51 -0.220
C -0.69 -1.09 0.35 -0.362
C -2.17 -1.27 0.12 -0.631
N 0.06 -0.62 -0.81 -0.877
Si -0.26 0.25 1.77 1.037
Si -0.66 0.08 -2.21 1.088
H 1.12 1.82 -0.56 0.201
H 2.77 1.36 -0.15 0.208
H 2.19 0.93 2.15 0.226
H 1.23 2.36 1.76 0.235
H 2.02 -0.42 -1.43 0.211
H 1.82 -1.04 0.21 0.187
H -2.65 -1.59 1.04 0.225
H -2.35 -2.03 -0.64 0.218
H -2.64 -0.34 -0.21 0.209
H -0.26 -2.06 0.64 0.197
H -0.16 -0.48 3.04 -0.182
H -1.39 1.20 1.78 -0.180
H 0.43 0.23 -3.17 -0.184
H -1.27 1.41 -2.00 -0.208
H -1.68 -0.82 -2.72 -0.184
```

As for the SMILES: C[C@@H]1[SiH2]CCCN1[SiH3]. The total energy is -833.21925 hartree. Its charge is 0. Its LUMO energy is 1.0 eV. The energy relative to the best compared isomer or geometry (same formula, charge and spin) is 0.916 eV. The calculation puts the orbital gap at 9.091 eV.

***

(6)
Below is a single C15H21NO4S molecule, with properties calculated with ωB97M-V/def2-TZVPD.

The geometry in XYZ format:
```
42
Properties=species:S:1:pos:R:3:nbo_charge:R:1
C -2.01 -2.65 -2.24 -0.254
H -2.92 -2.46 -2.83 0.179
O -1.33 -1.46 -1.92 -0.463
C -1.96 -0.52 -1.19 0.379
C -3.25 -0.66 -0.70 -0.302
C -3.84 0.35 0.06 -0.133
C -3.13 1.51 0.34 -0.298
C -1.85 1.65 -0.14 -0.103
C -1.24 0.66 -0.91 -0.258
C 0.13 0.85 -1.40 0.800
O 0.76 0.05 -2.06 -0.617
O 0.64 2.04 -1.04 -0.504
C 1.96 2.37 -1.47 -0.162
H 2.02 3.45 -1.44 0.218
H 2.11 2.00 -2.49 0.207
C 3.02 1.78 -0.53 0.646
O 3.65 2.47 0.24 -0.622
N 3.17 0.45 -0.66 -0.622
H 2.55 -0.04 -1.31 0.428
C 3.98 -0.35 0.23 -0.225
H 4.73 -0.88 -0.36 0.192
H 4.48 0.35 0.90 0.228
C 3.13 -1.35 1.02 -0.219
C 2.09 -0.62 1.88 -0.608
H 1.51 -1.33 2.46 0.208
H 2.59 0.07 2.56 0.209
H 1.41 -0.05 1.25 0.208
C 4.04 -2.21 1.90 -0.602
H 3.46 -2.94 2.45 0.210
H 4.57 -1.59 2.61 0.204
H 4.77 -2.74 1.29 0.206
H 2.60 -2.00 0.31 0.191
H -1.30 2.55 0.07 0.237
H -3.57 2.31 0.93 0.219
S -5.48 0.03 0.60 0.275
C -5.94 1.52 1.53 -0.742
H -5.28 1.64 2.39 0.223
H -6.96 1.35 1.87 0.240
H -5.91 2.39 0.88 0.223
H -3.83 -1.54 -0.90 0.220
H -1.31 -3.23 -2.84 0.207
H -2.28 -3.22 -1.34 0.179
```

As for the SMILES: COc1cc(SC)ccc1C(=O)OCC(=O)NCC(C)C. The total energy is -1338.10656 hartree. Its charge is 0. Its LUMO energy is 0.3 eV. The energy relative to the best compared isomer or geometry (same formula, charge and spin) is 0.724 eV. The calculation puts the orbital gap at 8.794 eV.

***

(7)
Below is a molecular structure, C23H32NO4Ti in a non-equilibrium geometry, with properties calculated with ωB97M-V/def2-TZVPD.

The geometry in XYZ format:
```
61
Properties=species:S:1:pos:R:3:nbo_charge:R:1
O 2.51 -3.01 0.16 -0.547
C 3.54 -3.12 -0.91 -0.065
C 2.51 -3.04 -2.05 -0.463
H 4.08 -4.07 -0.86 0.173
H 4.21 -2.25 -0.91 0.174
C 1.51 -2.79 -0.87 0.291
H 2.39 -3.99 -2.59 0.200
H 2.64 -2.20 -2.74 0.199
C 0.34 -3.78 -0.85 -0.652
H -0.33 -3.50 -0.03 0.276
H 0.68 -4.82 -0.76 0.200
H -0.21 -3.67 -1.80 0.196
C 1.07 -1.35 -0.73 -0.625
H 1.69 -0.72 -1.37 0.192
H 1.25 -0.97 0.29 0.260
H -0.01 -1.29 -0.95 0.226
Ti -0.68 1.12 0.31 1.204
C -0.02 3.27 1.58 -0.243
C 0.90 2.39 2.19 -0.276
C 1.62 1.71 1.15 -0.373
H 1.10 2.35 3.25 0.242
C 1.23 2.29 -0.11 -0.458
C 0.19 3.24 0.18 -0.461
H -0.22 3.98 -0.53 0.198
H -0.67 3.97 2.12 0.208
H 2.46 1.02 1.30 0.213
H 1.76 2.18 -1.06 0.196
C -2.54 2.18 1.81 -0.296
C -2.65 2.18 0.37 -0.479
C -2.93 0.81 -0.03 -0.464
H -2.74 3.06 -0.26 0.194
C -2.92 0.01 1.14 -0.252
C -2.74 0.86 2.27 -0.286
H -2.82 0.57 3.32 0.213
H -2.48 3.07 2.44 0.213
H -3.28 0.49 -1.02 0.201
H -3.17 -1.05 1.16 0.217
O -0.85 1.29 -1.61 -0.634
C -1.25 2.57 -2.37 -0.036
C -1.24 2.26 -3.87 -0.439
H -0.44 3.30 -2.20 0.200
H -2.22 2.92 -2.01 0.221
C -0.52 0.94 -4.04 -0.420
H -0.72 3.05 -4.43 0.210
H -2.25 2.21 -4.25 0.207
C -0.18 0.41 -2.66 -0.050
H 0.40 1.04 -4.62 0.206
H -1.14 0.21 -4.57 0.207
H 0.89 0.52 -2.49 0.196
H -0.57 -0.61 -2.55 0.208
O 0.04 0.91 4.55 -0.636
C 0.17 -0.05 3.80 0.690
C 0.73 -1.40 4.25 -0.516
C 0.37 -2.33 3.12 -0.508
C -0.36 -1.43 2.14 0.662
O -1.03 -1.85 1.17 -0.695
N -0.20 -0.11 2.44 -0.691
H 1.82 -1.32 4.35 0.216
H 0.30 -1.72 5.21 0.213
H 1.26 -2.73 2.59 0.231
H -0.27 -3.17 3.43 0.210
```

Its expectation value of S² is 2.008. The total energy is -2100.67887 hartree. Its charge is -1. Its LUMO energy (alpha / beta) is 2.3 / 2.3 eV. The multiplicity is 3. The energy relative to the best compared isomer or geometry (same formula, charge and spin) is 1.774 eV. The calculation puts the orbital gap (alpha / beta) at 3.759 / 5.679 eV.

***

(8)
Below is 2 unconnected molecules or ions with the total composition C6H12O, with properties calculated with ωB97M-V/def2-TZVPD.

The geometry in XYZ format:
```
19
Properties=species:S:1:pos:R:3:nbo_charge:R:1
C 2.08 -0.32 0.06 -0.621
C 0.81 0.48 -0.19 -0.496
C -0.46 -0.30 -0.38 -0.119
C -1.01 -0.80 -1.70 -0.612
C -0.82 -0.91 0.97 -0.450
C -1.16 0.48 0.63 0.135
O -0.30 1.96 1.65 -0.879
H 2.28 -1.07 -0.71 0.188
H 2.03 -0.86 1.02 0.195
H 2.95 0.35 0.12 0.211
H 0.89 1.24 -0.98 0.201
H 0.46 1.50 1.03 0.467
H -1.05 0.01 -2.43 0.213
H -0.35 -1.58 -2.10 0.220
H -2.02 -1.22 -1.59 0.207
H -0.02 -1.15 1.67 0.229
H -1.68 -1.57 1.04 0.221
H -2.11 0.99 0.71 0.218
H -0.52 2.79 1.19 0.471
```

The total energy is -310.84896 hartree. Its charge is 0. Its LUMO energy is 0.7 eV. The energy relative to the best compared isomer or geometry (same formula, charge and spin) is 5.723 eV. The calculation puts the orbital gap at 7.891 eV.

***

(9)
Below is a molecular structure, C39H33BrClFeN4O6P in a non-equilibrium geometry, with properties calculated with ωB97M-V/def2-TZVPD.

The geometry in XYZ format:
```
86
Properties=species:S:1:pos:R:3:mulliken_spin:R:1
Fe 10.84 9.03 13.73 3.698
C 13.22 5.90 12.07 0.001
C 13.71 5.98 13.51 -0.005
C 15.11 6.74 13.46 0.001
C 12.78 6.62 14.51 0.031
C 13.24 6.61 16.01 0.000
O 13.65 7.97 16.34 0.009
C 13.19 8.72 15.35 -0.013
N 12.58 8.11 14.36 0.059
C 13.46 10.19 15.58 0.008
C 14.77 10.65 15.54 0.001
C 15.01 11.99 15.58 0.003
C 14.05 12.91 15.88 -0.001
C 12.74 12.45 16.06 -0.001
C 12.39 11.09 15.80 -0.010
P 10.70 10.40 15.77 0.064
C 9.44 11.72 15.76 0.004
C 8.23 11.63 16.49 0.009
C 7.18 12.47 16.18 -0.004
C 7.34 13.41 15.15 0.006
C 8.46 13.46 14.32 -0.003
C 9.50 12.58 14.65 0.015
C 10.54 9.53 17.30 -0.021
C 9.46 8.69 17.60 0.008
C 9.25 8.29 18.93 0.000
C 10.08 8.66 19.93 0.002
C 11.23 9.45 19.60 -0.001
C 11.42 9.90 18.32 0.006
H 13.84 5.14 11.63 0.000
H 13.20 6.79 11.42 0.000
H 12.22 5.51 11.96 0.001
H 13.89 5.04 13.97 -0.001
H 15.04 7.72 13.07 -0.001
H 15.70 6.10 12.76 0.000
H 15.59 6.70 14.41 0.001
H 11.73 6.20 14.37 -0.007
H 14.03 5.93 16.22 0.000
H 12.32 6.45 16.62 0.000
H 15.59 9.97 15.35 0.000
H 16.04 12.30 15.47 0.000
H 14.30 13.95 15.98 0.000
H 11.93 13.12 16.34 0.000
H 8.09 11.07 17.39 0.001
H 6.25 12.56 16.74 0.000
H 6.52 14.09 14.99 0.000
H 8.45 14.13 13.47 -0.001
H 10.32 12.50 13.97 -0.001
H 8.76 8.39 16.85 0.003
H 8.33 7.77 19.22 0.000
H 9.84 8.51 20.97 0.000
H 11.91 9.73 20.41 0.000
H 12.30 10.40 18.15 0.000
Br 5.29 6.02 5.18 0.031
C 5.72 7.70 5.72 0.171
C 4.80 8.51 6.37 -0.071
C 5.19 9.52 7.21 0.130
C 6.58 9.81 7.40 0.002
C 7.48 9.00 6.71 0.124
C 7.07 7.94 5.90 -0.081
N 6.85 10.69 8.38 0.333
N 8.12 10.99 8.43 -0.024
C 8.76 11.20 9.55 0.126
C 10.13 11.64 9.39 -0.042
C 11.12 11.51 10.35 0.103
C 10.78 10.78 11.57 0.046
O 11.53 10.34 12.38 0.130
C 9.31 10.54 11.80 -0.020
N 9.01 10.02 12.96 0.011
C 7.74 10.02 13.43 0.034
C 6.68 10.41 12.63 -0.011
C 7.00 10.75 11.29 0.026
C 8.35 10.86 10.86 0.051
H 3.78 8.29 6.13 -0.002
H 4.43 10.16 7.59 0.001
H 8.55 9.11 6.92 0.010
H 7.73 7.20 5.39 0.000
H 10.41 12.01 8.37 0.001
H 12.18 11.70 10.11 0.000
H 7.59 9.51 14.34 -0.001
H 5.64 10.35 12.95 0.001
H 6.17 10.87 10.67 0.003
O 9.45 5.48 13.19 0.002
Cl 8.99 6.82 13.16 -0.002
O 7.59 6.84 12.80 0.005
O 9.18 7.52 14.41 0.028
O 9.72 7.52 12.09 0.024
```

Its expectation value of S² is 8.845. The total energy is -6815.16548 hartree. Its charge is +1. Its LUMO energy (alpha / beta) is -3.8 / -4.7 eV. The multiplicity is 6. The calculation puts the orbital gap (alpha / beta) at 6.390 / 6.550 eV.